DFT (ωB97M-V with the def2-TZVPD basis set) results for a cluster of 2 separate species, CHClFNO2 in total at a distorted geometry.

Element x y z (Å)
C: 0.65243 0.17261 0.00919
N: 1.17661 1.48579 0.46768
O: 2.41958 1.57145 0.41409
O: 0.38701 2.30544 0.85699
F: -0.08859 -0.58773 -2.74662
Cl: 1.41728 -0.79454 -1.00366
H: -0.13935 -0.06917 0.62101

Results
HOMO level (spin up / spin down) = -10.363 / -12.074 eV
Spin multiplicity = 1
Net charge = 0
Total energy = -803.72584 Ha
Frontier orbital gap (spin up / spin down) = 0.2555 / 0.3483 Ha

Now the natural (NBO) charges, all in e:
1 C -0.081
2 N 0.469
3 O -0.365
4 O -0.317
5 F -0.359
6 Cl 0.437
7 H 0.216